(1)
A single C4H10O molecule in a non-equilibrium geometry. Source: the Open Molecules 2025 dataset; level of theory: ωB97M-V/def2-TZVPD.

Cartesian coordinates (Å):
C -2.1488 -0.5760 -0.1358
C -1.3178 0.6251 0.3040
C 0.1182 0.6249 -0.3021
C 1.0453 -0.4920 0.2099
O 2.4067 -0.1655 -0.1023
H -2.6203 -0.3798 -1.2554
H -3.0822 -0.7471 0.5498
H -1.5139 -1.5900 -0.1371
H -1.2496 0.5912 1.3841
H -1.8486 1.5350 0.0412
H 0.0325 0.5421 -1.4081
H 0.6152 1.5996 -0.1446
H 0.8512 -0.5867 1.2881
H 0.8079 -1.4712 -0.2532
H 2.5732 0.7393 0.2974

Atomic forces in eV per Å
C -1.594 -1.710 -1.607
C 0.710 -0.582 -0.312
C -0.675 0.008 -0.790
C -0.468 0.469 -0.261
O -0.185 1.143 0.995
H 1.383 -0.747 2.739
H 1.775 0.305 -1.210
H -1.520 2.232 -0.107
H 0.154 0.155 0.392
H 0.047 0.196 -0.033
H 0.056 0.017 0.527
H -0.225 -0.317 0.237
H 0.417 -0.122 0.011
H 0.344 0.611 0.167
H -0.219 -1.660 -0.748

Computed properties:
E = -233.607663 a.u.
structure (SMILES) = CCCCO
molar mass = 74.12 u
charge = 0
LUMO energy = 1.0 eV
frontier orbital gap = 11.3 eV
largest force on an atom = 3.16 eV/Å

These are the natural (NBO) partial charges, in e, on atoms 1 to 5: C -0.614; C -0.417; C -0.418; C -0.064; O -0.713



(2)
A single C4H10O molecule. Source: the Open Molecules 2025 dataset; level of theory: ωB97M-V/def2-TZVPD.

Cartesian coordinates (Å):
C 1.8334 -0.3362 -0.7662
O 1.0725 -0.2291 0.4062
C -0.1911 0.3840 0.2083
C -1.0929 -0.3844 -0.7704
C -0.8205 0.4925 1.5952
H 1.3959 -1.0588 -1.4662
H 2.8269 -0.6879 -0.4820
H 1.9251 0.6314 -1.2864
H -0.0205 1.3952 -0.2028
H -1.5959 -1.2210 -0.2750
H -0.5523 -0.7909 -1.6312
H -1.8540 0.2905 -1.1748
H -1.9064 0.6123 1.5288
H -0.4121 1.3308 2.1676
H -0.6081 -0.4284 2.1489

Atomic forces in eV per Å
C 0.218 -0.053 -0.248
O -0.039 -0.073 0.037
C -0.279 0.104 -0.027
C -0.049 -0.034 0.008
C -0.035 0.016 -0.011
H 0.187 0.064 0.039
H -0.099 0.074 -0.021
H 0.004 -0.110 0.120
H 0.004 -0.156 0.029
H 0.080 0.088 -0.002
H -0.054 0.172 0.183
H 0.009 -0.101 0.153
H 0.144 0.047 -0.017
H -0.003 -0.136 -0.121
H -0.087 0.097 -0.122

Computed properties:
E = -233.621029 a.u.
structure (SMILES) = COC(C)C
molar mass = 74.12 u
charge = 0
LUMO energy = 1.2 eV
frontier orbital gap = 10.9 eV
largest force on an atom = 0.33 eV/Å

These are the natural (NBO) partial charges, in e, on atoms 1 to 5: C -0.248; O -0.537; C 0.100; C -0.642; C -0.620



(3)
2 unconnected molecules or ions with the total composition C4H10O in a non-equilibrium geometry. Source: the Open Molecules 2025 dataset; level of theory: ωB97M-V/def2-TZVPD.

Cartesian coordinates (Å):
C -1.3468 1.1056 2.6422
C -2.6019 0.7063 2.4825
C -3.4066 1.2440 1.3103
H -0.7346 0.6724 3.4275
H -0.7450 1.7728 2.0321
H -3.1299 0.2931 3.3220
H -3.0033 2.2012 0.9439
H -3.3848 0.5142 0.5040
H -4.4185 1.5494 1.5646
C 3.8363 -1.7366 -3.3885
O 3.3369 -1.2235 -2.1639
H 4.7872 -1.2498 -3.6351
H 3.9810 -2.8125 -3.5671
H 3.0104 -1.4673 -4.0633
H 3.8195 -1.5694 -1.4113

Atomic forces in eV per Å
C 0.936 -0.888 0.671
C -0.075 2.342 -0.652
C 0.210 0.512 0.253
H -0.252 0.168 0.383
H -0.556 -0.128 -0.558
H -0.016 -0.941 -0.037
H 0.415 -0.512 -0.030
H -0.349 0.070 -0.157
H -0.313 -0.624 0.126
C -0.525 0.602 -0.769
O 0.021 -0.670 0.373
H -0.251 0.068 -0.280
H -0.168 -0.025 0.992
H 0.744 0.119 -0.340
H 0.179 -0.094 0.024

Computed properties:
E = -233.573509 a.u.
structure (SMILES) = C=CC.CO
molar mass = 74.12 u
charge = 0
LUMO energy = 1.0 eV
frontier orbital gap = 10.6 eV
largest force on an atom = 2.43 eV/Å

These are the natural (NBO) partial charges, in e, on atoms 1 to 5: C -0.390; C -0.182; C -0.654; H 0.187; H 0.192



(4)
2 unconnected molecules or ions with the total composition C4H10O in a non-equilibrium geometry. Source: the Open Molecules 2025 dataset; level of theory: ωB97M-V/def2-TZVPD.

Cartesian coordinates (Å):
C -1.3042 -1.5687 2.4307
C -0.4648 -0.7675 1.7812
C -0.2324 -0.8780 0.3056
C 0.2427 0.4839 -0.2742
H -1.5468 -1.4165 3.4791
H -1.8927 -2.3621 1.9847
H 0.0916 -0.0453 2.3629
H 0.5888 -1.5845 0.1148
H -1.0084 -1.2771 -0.3452
H 1.2447 0.6479 0.1134
H 0.3651 0.3181 -1.3534
H -0.3817 1.3676 -0.2068
O 1.8110 2.2708 -3.3785
H 1.4162 3.1553 -3.4285
H 1.0709 1.6560 -3.5857

Atomic forces in eV per Å
C -0.400 0.364 0.561
C -1.088 -1.320 -0.080
C 1.084 1.078 -0.505
C 0.549 -1.299 -1.060
H 0.389 -0.044 0.028
H 0.119 0.117 -0.404
H 0.089 0.274 -0.230
H 0.096 0.203 0.177
H -0.700 0.016 0.703
H -0.004 0.542 0.081
H 0.158 0.174 0.109
H -0.293 -0.110 0.621
O -0.934 -0.324 -0.244
H 0.139 -0.372 0.017
H 0.797 0.701 0.227

Computed properties:
E = -233.600236 a.u.
structure (SMILES) = C=CCC.O
molar mass = 74.12 u
charge = 0
LUMO energy = 0.9 eV
frontier orbital gap = 10.4 eV
largest force on an atom = 1.76 eV/Å

These are the natural (NBO) partial charges, in e, on atoms 1 to 5: C -0.391; C -0.180; C -0.445; C -0.598; H 0.191



(5)
A single C4H10O molecule. Source: the Open Molecules 2025 dataset; level of theory: ωB97M-V/def2-TZVPD.

Cartesian coordinates (Å):
C 1.8692 -0.4388 -0.7078
O 0.9339 -0.4969 0.3406
C -0.2032 0.3379 0.1790
C -1.1874 -0.2822 -0.8103
C -0.8222 0.4904 1.5606
H 2.3319 -1.4259 -0.7998
H 2.6559 0.3022 -0.5048
H 1.4063 -0.1902 -1.6723
H 0.1150 1.3272 -0.1928
H -1.5822 -1.2187 -0.4012
H -0.7065 -0.5066 -1.7683
H -2.0244 0.3961 -1.0076
H -1.8071 0.9655 1.4995
H -0.1830 1.0875 2.2174
H -0.9427 -0.5018 2.0087

Atomic forces in eV per Å
C 0.201 -0.029 -0.237
O -0.004 -0.049 0.086
C -0.217 0.114 0.004
C -0.016 -0.029 -0.051
C -0.014 0.017 0.021
H -0.012 0.155 0.016
H -0.142 -0.057 0.004
H 0.051 -0.053 0.143
H -0.004 -0.149 0.043
H 0.049 0.126 -0.045
H -0.086 0.048 0.138
H 0.110 -0.083 0.052
H 0.161 -0.038 -0.006
H -0.065 -0.100 -0.097
H -0.013 0.129 -0.071

Computed properties:
E = -233.622818 a.u.
structure (SMILES) = COC(C)C
molar mass = 74.12 u
charge = 0
LUMO energy = 1.2 eV
frontier orbital gap = 10.8 eV
largest force on an atom = 0.31 eV/Å

These are the natural (NBO) partial charges, in e, on atoms 1 to 5: C -0.248; O -0.547; C 0.102; C -0.634; C -0.617



(6)
3 unconnected molecules or ions with the total composition C4H10O. Source: the Open Molecules 2025 dataset; level of theory: ωB97M-V/def2-TZVPD.

Cartesian coordinates (Å):
H 1.6816 2.3810 0.8736
H 1.0116 2.1511 1.1076
C -2.1605 -0.4136 -0.1690
C -1.2396 0.7302 0.1668
O -1.0470 1.1200 1.2949
H -1.7872 -0.9880 -1.0222
H -2.2838 -1.0575 0.7048
H -3.1415 -0.0073 -0.4456
H -0.7487 1.2285 -0.6948
C 2.1087 -0.4162 -0.3824
C 1.1302 -1.3001 -0.2242
H 2.4378 -0.0935 -1.3673
H 2.6178 0.0264 0.4694
H 0.6203 -1.7468 -1.0750
H 0.8003 -1.6142 0.7635

Atomic forces in eV per Å
H -0.047 0.036 0.021
H 0.103 0.069 -0.015
C 0.009 -0.061 0.050
C -0.056 0.080 0.328
O -0.118 -0.190 -0.483
H -0.044 0.107 0.121
H -0.015 0.084 -0.122
H 0.140 -0.010 0.018
H -0.041 -0.001 0.125
C -0.109 -0.135 0.032
C 0.162 0.063 -0.041
H -0.058 -0.079 0.121
H -0.100 -0.077 -0.121
H 0.109 0.061 0.103
H 0.064 0.052 -0.137

Computed properties:
E = -233.556774 a.u.
structure (SMILES) = [H][H].CC=O.C=C
molar mass = 74.12 u
charge = 0
LUMO energy = 1.1 eV
frontier orbital gap = 11.0 eV
largest force on an atom = 0.53 eV/Å

These are the natural (NBO) partial charges, in e, on atoms 1 to 5: H -0.034; H 0.027; C -0.727; C 0.448; O -0.532